CHCl2FS2 | ωB97M-V with the def2-TZVPD basis set

The geometry in XYZ format:
```
7
Properties=species:S:1:pos:R:3:forces:R:3
C 0.91851 0.59148 -0.30295 1.5 -1.8 0.1
F 1.91525 -0.30474 -0.68451 -1.4 0.8 0.0
S -1.89962 -0.82854 0.89674 0.5 -1.4 -1.1
S -1.94690 -0.16854 -0.96198 0.2 0.3 0.2
Cl 1.25952 2.11190 -0.90979 -0.1 0.9 -0.3
Cl 0.65885 0.38475 1.36207 0.5 0.6 0.3
H -0.90561 -1.78631 0.60041 -1.2 0.7 0.9
```
Forces are in eV/Å.

Calculated values
E_HOMO (spin up / spin down)   -8.961 / -8.814 eV
Relative energy (zero: lowest compared OMol25 entry of this formula, charge and spin)   2.266 eV
Calculated total energy   -1855.2202 a.u.

Computed Mulliken charges, given in elementary charges: atom 1 (C): 0.339, atom 2 (F): -0.208, atom 3 (S): -0.116, atom 4 (S): -0.100, atom 5 (Cl): -0.084, atom 6 (Cl): -0.063, atom 7 (H): 0.232


CHCl2NOS | ωB97M-V with the def2-TZVPD basis set

The geometry in XYZ format:
```
7
Properties=species:S:1:pos:R:3:forces:R:3
C -0.19662 -1.46187 0.20393 1.4 0.5 0.9
N 0.32028 -0.18880 0.38616 1.3 -1.0 0.5
O 0.40096 -2.44692 0.48491 -0.7 -0.7 -0.2
S 2.00255 -0.23585 0.88844 -2.2 1.3 0.2
Cl -1.78165 -1.34279 -0.41645 -1.3 -0.4 -0.6
Cl 2.87623 -0.85688 -0.75880 0.7 -0.4 -1.0
H -0.15695 0.48521 -0.19995 0.7 0.6 0.2
```
Forces are in eV/Å.

Calculated values
E_HOMO   -9.567 eV
SMILES string   O=C(Cl)NSCl
Relative energy (zero: lowest compared OMol25 entry of this formula, charge and spin)   0.066 eV
Calculated total energy   -1487.2712 a.u.

Computed Mulliken charges, given in elementary charges: atom 1 (C): 0.682, atom 2 (N): -0.337, atom 3 (O): -0.435, atom 4 (S): 0.127, atom 5 (Cl): -0.175, atom 6 (Cl): -0.112, atom 7 (H): 0.251


CHCl2OPS | ωB97M-V with the def2-TZVPD basis set

The geometry in XYZ format:
```
7
Properties=species:S:1:pos:R:3:forces:R:3
C 1.85171 2.20826 1.66377 -2.0 -0.4 -0.5
O 1.68389 0.10470 -0.16092 1.0 -0.2 -0.7
P 3.19207 -0.14956 -0.72676 -1.2 -0.5 0.0
S 0.91945 1.20143 1.03210 1.5 0.7 0.8
Cl 3.60494 -1.94958 0.20697 -0.1 -0.3 -0.1
Cl 4.52220 0.90544 0.44141 0.2 0.6 0.3
H 2.76696 2.73571 1.67740 0.6 0.1 0.2
```
Forces are in eV/Å.

Calculated values
E_HOMO   -9.435 eV
Relative energy (zero: lowest compared OMol25 entry of this formula, charge and spin)   2.177 eV
Calculated total energy   -1773.8416 a.u.

Computed Mulliken charges, given in elementary charges: atom 1 (C): -0.127, atom 2 (O): -0.333, atom 3 (P): 0.443, atom 4 (S): 0.096, atom 5 (Cl): -0.204, atom 6 (Cl): -0.236, atom 7 (H): 0.361


CHCl3OSi | ωB97M-V with the def2-TZVPD basis set

The geometry in XYZ format:
```
7
Properties=species:S:1:pos:R:3:forces:R:3
C -1.06903 -0.50273 -0.26331 1.2 1.7 0.2
O -1.55439 -1.12724 0.63257 -0.7 -0.4 -0.5
Si 0.60689 0.44692 0.10875 -0.4 -3.3 1.5
Cl 0.34814 1.99735 1.32689 0.1 0.6 0.2
Cl 1.63119 -1.14178 1.13638 -0.4 1.4 -0.6
Cl 1.48668 0.64878 -1.63839 0.7 0.7 -1.2
H -1.44947 -0.32129 -1.30289 -0.5 -0.7 0.4
```
Forces are in eV/Å.

Calculated values
E_HOMO   -9.748 eV
SMILES string   O=C[Si](Cl)(Cl)Cl
Relative energy (zero: lowest compared OMol25 entry of this formula, charge and spin)   0.139 eV
Calculated total energy   -1784.1385 a.u.

Computed Mulliken charges, given in elementary charges: atom 1 (C): -0.058, atom 2 (O): -0.374, atom 3 (Si): 0.774, atom 4 (Cl): -0.176, atom 5 (Cl): -0.268, atom 6 (Cl): -0.188, atom 7 (H): 0.289


CHCl5NP | ωB97M-V with the def2-TZVPD basis set

The geometry in XYZ format:
```
9
Properties=species:S:1:pos:R:3:forces:R:3
C 2.82152 -1.02081 -0.28156 -0.4 0.2 -0.9
N 0.20826 -0.29935 -0.26551 0.9 0.5 0.5
P 1.54715 0.15603 0.41461 -2.0 -0.1 0.6
Cl 4.32704 -0.73889 0.42306 1.5 0.6 0.3
Cl 2.72892 -0.78665 -2.02524 0.3 0.1 0.1
Cl 2.26808 -2.59213 0.17112 -0.3 -1.1 0.1
Cl 1.47922 -0.15499 2.43830 0.4 0.5 -0.7
Cl 3.35995 3.65621 -0.26243 -0.5 -1.1 0.2
H -0.58508 -0.47197 0.35864 0.1 0.5 -0.2
```
Forces are in eV/Å.

Calculated values
E_HOMO (spin up / spin down)   -8.870 / -8.871 eV
Relative energy (zero: lowest compared OMol25 entry of this formula, charge and spin)   3.822 eV
Calculated total energy   -2735.6397 a.u.

Computed Mulliken charges, given in elementary charges: atom 1 (C): 0.354, atom 2 (N): -0.457, atom 3 (P): 0.594, atom 4 (Cl): -0.038, atom 5 (Cl): -0.071, atom 6 (Cl): -0.053, atom 7 (Cl): -0.137, atom 8 (Cl): -0.466, atom 9 (H): 0.275


CHClFN | ωB97M-V with the def2-TZVPD basis set

The geometry in XYZ format:
```
5
Properties=species:S:1:pos:R:3:forces:R:3
C 0.63472 0.70943 -0.65994 1.5 0.2 1.1
N 0.34060 1.01612 -1.71490 -1.0 0.1 -1.4
F 1.24309 0.51163 0.43384 -0.4 -0.3 0.3
Cl -1.48740 -1.10156 1.44062 -1.7 0.1 2.2
H -0.73101 -1.13562 0.50038 1.6 -0.2 -2.2
```
Forces are in eV/Å.

Calculated values
E_HOMO   -12.151 eV
SMILES string   N#CF.Cl
Relative energy (zero: lowest compared OMol25 entry of this formula, charge and spin)   1.254 eV
Calculated total energy   -653.4562 a.u.

Computed Mulliken charges, given in elementary charges: atom 1 (C): 0.407, atom 2 (N): -0.260, atom 3 (F): -0.142, atom 4 (Cl): -0.194, atom 5 (H): 0.190